(1)
{
  "formula": "C3H4ClO3S",
  "method": "ωB97M-V with the def2-TZVPD basis set",
  "e_above_lowest_ev": 0.637,
  "homo_ev": -5.2,
  "total_charge": -1,
  "total_energy_ev": -32676.7116,
  "species": ["O", "S", "O", "O", "C", "Cl", "C", "C", "H", "H", "H", "H"],
  "coordinates": [[1.98779, 1.86034, -0.06923], [2.68694, 0.58477, 0.00469], [3.26885, 0.33509, 1.26200], [3.48155, 0.28869, -1.18701], [1.22665, -0.53290, -0.06550], [1.78664, -2.24100, -0.13191], [0.00931, -0.01023, -0.57833], [0.17396, -0.06455, 0.93963], [-0.79771, -0.65433, -0.98178], [0.01933, 0.97676, -0.92158], [0.53790, 0.82717, 1.32041], [-0.18818, -0.92513, 1.60244]],
  "forces_ev_per_angstrom": [[0.11, 0.70, -0.04], [-1.67, 0.32, -3.42], [1.54, -0.76, 2.39], [-0.11, -0.04, 0.71], [2.58, -0.41, 1.38], [-0.82, 0.51, -0.11], [-3.13, -1.44, 0.17], [0.29, -3.45, -0.49], [0.86, 0.27, 0.05], [0.16, 1.18, -0.83], [0.06, 1.47, 1.35], [0.12, 1.64, -1.18]]
}

***

(2)
{
  "formula": "C3H4CoO3",
  "method": "ωB97M-V with the def2-TZVPD basis set",
  "e_above_lowest_ev": 0.000,
  "s_squared": 8.761,
  "homo_ev": [-6.4, -11.1],
  "spin_multiplicity": 6,
  "total_energy_ev": -46941.0880,
  "species": ["O", "C", "O", "Co", "O", "C", "H", "C", "H", "H", "H"],
  "coordinates": [[0.57018, 0.31914, 1.00576], [0.58553, 0.12799, -0.35554], [1.45234, -0.79196, -0.72549], [1.12890, -0.96914, -2.55277], [-0.00487, 0.53588, -2.59707], [-0.11882, 0.88129, -1.28325], [-0.93142, 1.55635, -0.99580], [-0.46824, -0.29072, 1.72607], [-1.00111, -1.03356, 1.10871], [-1.19837, 0.45627, 2.08107], [-0.01413, -0.79154, 2.58830]],
  "forces_ev_per_angstrom": [[0.16, 0.90, -1.79], [2.83, -1.98, 2.06], [-1.83, 2.11, 1.35], [1.04, -1.95, -2.60], [-0.68, 1.84, 3.60], [-1.33, -0.51, -3.05], [0.54, 0.06, -0.06], [-1.05, -0.51, 0.52], [0.21, 0.18, 0.28], [0.29, -0.21, -0.13], [-0.20, 0.07, -0.18]]
}

***

(3)
{
  "formula": "C3H4CrO3",
  "method": "ωB97M-V with the def2-TZVPD basis set",
  "e_above_lowest_ev": 2.375,
  "s_squared": 6.224,
  "homo_ev": [-9.4, -9.0],
  "spin_multiplicity": 5,
  "total_energy_ev": -37735.1828,
  "species": ["H", "Cr", "O", "C", "C", "O", "O", "C", "H", "H", "H"],
  "coordinates": [[2.70227, 0.00755, -0.65243], [2.30116, 1.03602, 0.87874], [-1.43481, -0.75927, -0.07822], [-1.74678, 0.52453, 0.15405], [-0.00273, -0.94882, 0.08714], [-2.87478, 0.86646, 0.45603], [-0.68892, 1.29579, 0.15683], [0.60021, 0.39980, -0.22103], [0.32575, -1.73472, -0.60274], [0.13712, -1.28941, 1.12461], [0.68149, 0.60207, -1.30298]],
  "forces_ev_per_angstrom": [[0.55, 0.72, 1.47], [-0.69, -1.33, -2.29], [0.64, -0.84, -0.33], [-1.86, 0.07, 1.41], [-0.53, -0.19, -0.20], [1.21, -0.15, -0.82], [2.21, -0.22, -0.34], [-1.61, 1.84, 0.60], [-0.07, 0.21, 0.19], [0.12, 0.12, -0.24], [0.02, -0.22, 0.54]]
}

***

(4)
{
  "formula": "C3H4CuO2",
  "method": "ωB97M-V with the def2-TZVPD basis set",
  "e_above_lowest_ev": 0.000,
  "homo_ev": [-1.9, -1.9],
  "total_charge": -1,
  "total_energy_ev": -51907.2483,
  "species": ["H", "C", "C", "O", "C", "O", "Cu", "H", "H", "H"],
  "coordinates": [[1.90837, -0.61194, 1.14656], [1.71306, -0.37724, 0.08389], [0.29840, 0.11699, -0.10476], [0.33256, 1.50521, -0.60750], [-0.77494, 2.11734, -1.20540], [-1.86786, 1.81362, -0.71337], [2.79587, 1.54924, -0.65438], [1.90931, -1.26084, -0.55102], [-0.28186, 0.14062, 0.83167], [-0.27196, -0.46990, -0.84276]],
  "forces_ev_per_angstrom": [[0.20, 0.10, -0.55], [0.56, 0.59, -0.16], [-0.58, 0.90, 0.09], [1.88, -1.06, 0.18], [-1.90, 1.02, -0.03], [0.82, -0.30, -0.41], [-1.55, -1.64, 0.59], [0.20, 0.45, 0.33], [0.20, -0.20, -0.23], [0.16, 0.14, 0.20]]
}

***

(5)
{
  "formula": "C3H4F2O",
  "method": "ωB97M-V with the def2-TZVPD basis set",
  "e_above_lowest_ev": 6.223,
  "homo_ev": -9.8,
  "total_energy_ev": -10651.7360,
  "species": ["C", "C", "C", "H", "H", "H", "H", "O", "F", "F"],
  "coordinates": [[-0.70063, -0.49137, -0.42534], [0.27457, -0.45785, 0.92715], [0.75652, 0.22914, -0.32652], [-1.25183, 1.72254, 0.00546], [-0.85560, -1.33336, -1.19905], [0.83881, -1.32572, 1.04960], [0.10979, -0.04732, 1.98569], [-1.81623, 0.36498, -0.79872], [1.81182, -0.33120, -1.07436], [0.83280, 1.67016, -0.14392]],
  "forces_ev_per_angstrom": [[1.15, 2.49, -1.61], [-1.22, 0.84, -0.92], [-1.38, -0.33, 0.50], [-1.74, -3.75, -2.52], [1.01, 0.71, 1.93], [0.49, -1.87, 0.01], [-0.20, 0.11, -2.09], [3.56, 2.86, 4.33], [-1.51, 1.60, 1.56], [-0.16, -2.67, -1.18]]
}

***

(6)
{
  "formula": "C3H4F2S",
  "method": "ωB97M-V with the def2-TZVPD basis set",
  "e_above_lowest_ev": 0.476,
  "homo_ev": -9.6,
  "total_energy_ev": -19444.9949,
  "species": ["C", "C", "F", "F", "C", "S", "H", "H", "H", "H"],
  "coordinates": [[-0.06533, 0.45535, 1.17841], [0.07332, 0.32714, -0.36520], [1.33805, 0.83351, -0.76437], [-0.77830, 1.27015, -0.87883], [-0.17062, -0.97474, -1.00072], [0.45279, -2.38502, -0.67057], [-0.10055, 1.44332, 1.55769], [0.81644, -0.08624, 1.47497], [-0.91160, -0.20188, 1.43745], [-0.65421, -0.68159, -1.96882]],
  "forces_ev_per_angstrom": [[0.32, -2.88, -2.00], [0.74, 3.45, 2.54], [-0.89, -1.05, 0.33], [-0.50, -0.36, -0.64], [-0.04, 0.92, -2.42], [0.00, -0.55, 0.46], [-0.12, 0.86, 0.03], [0.43, -0.04, 0.87], [0.11, 0.67, 0.26], [-0.06, -1.02, 0.57]]
}

***

(7)
{
  "formula": "C3H4F2S",
  "method": "ωB97M-V with the def2-TZVPD basis set",
  "e_above_lowest_ev": 2.846,
  "homo_ev": -8.4,
  "total_energy_ev": -19442.6252,
  "species": ["C", "C", "C", "F", "F", "S", "H", "H", "H", "H"],
  "coordinates": [[0.95582, 1.03671, -1.18232], [-0.83709, -0.81493, 0.33662], [0.31561, -0.02177, 0.72072], [1.41051, -0.78404, 1.11440], [0.04464, 0.88668, 1.72191], [-0.36772, 1.47834, -1.92987], [2.01595, 1.14011, -1.30228], [-1.63135, -1.02962, 1.21264], [-0.48918, -1.67627, -0.29751], [-1.41720, -0.21521, -0.39432]],
  "forces_ev_per_angstrom": [[-2.90, -1.31, 2.95], [-2.40, -0.76, -0.14], [2.45, 1.13, -0.55], [-1.11, 1.00, -0.25], [0.51, -0.81, -1.27], [1.19, 0.09, -0.26], [0.36, 0.09, -0.18], [2.20, 0.11, -1.85], [-0.45, 0.46, 1.17], [0.14, 0.00, 0.37]]
}

***

(8)
{
  "formula": "C3H4F3N",
  "method": "ωB97M-V with the def2-TZVPD basis set",
  "e_above_lowest_ev": 3.377,
  "homo_ev": -9.4,
  "total_energy_ev": -12814.6163,
  "species": ["C", "C", "C", "N", "F", "F", "F", "H", "H", "H", "H"],
  "coordinates": [[0.10817, -0.42246, -0.08528], [-2.16102, 0.23581, 0.30697], [2.29434, 0.05533, -0.38368], [-0.75003, 0.39645, 0.08706], [0.09976, -1.72840, -0.23257], [2.45210, 1.23399, -1.08451], [2.66350, 0.29159, 0.88599], [-2.57266, -0.80380, 0.49435], [-2.78326, 0.78241, -0.36693], [-2.14391, 0.72852, 1.18881], [2.79301, -0.76944, -0.81018]],
  "forces_ev_per_angstrom": [[5.10, 0.72, -1.37], [-0.03, -2.36, -0.46], [-4.12, 2.34, 1.40], [-0.20, 0.47, -1.12], [-0.53, -1.02, 0.13], [-0.29, -1.82, 0.67], [0.25, -0.22, -0.49], [0.75, 0.94, -0.56], [-0.05, 0.28, -0.73], [-1.41, 1.54, 3.19], [0.53, -0.88, -0.66]]
}

***

(9)
{
  "formula": "C3H4F3N",
  "method": "ωB97M-V with the def2-TZVPD basis set",
  "e_above_lowest_ev": 2.340,
  "s_squared": 2.007,
  "homo_ev": [-5.1, -10.5],
  "spin_multiplicity": 3,
  "total_energy_ev": -12810.5794,
  "species": ["C", "C", "C", "N", "F", "F", "F", "H", "H", "H", "H"],
  "coordinates": [[-0.26876, 0.00500, -0.33827], [0.45651, -1.60490, 1.31716], [-0.30762, 1.72702, -1.21391], [0.44136, -0.32472, 0.61943], [-1.18593, -0.78034, -1.03178], [-0.42334, 2.65613, -0.23412], [0.79486, 1.92852, -1.92538], [1.51453, -1.92350, 1.11306], [-0.28023, -2.21725, 1.00663], [0.51181, -1.25435, 2.33892], [-1.25320, 1.78840, -1.65174]],
  "forces_ev_per_angstrom": [[-5.24, 7.29, -8.42], [5.43, 4.36, 0.91], [0.71, -3.44, 4.35], [3.01, -3.92, 3.99], [1.10, -0.34, 0.61], [0.93, 0.29, 0.06], [-0.44, 0.09, 0.00], [-1.14, -0.82, 0.21], [-2.66, -1.96, -0.70], [-0.65, -0.94, 0.88], [-1.05, -0.62, -1.89]]
}

***

(10)
{
  "formula": "C3H4F3NO2",
  "method": "ωB97M-V with the def2-TZVPD basis set",
  "e_above_lowest_ev": 0.000,
  "homo_ev": -10.5,
  "total_energy_ev": -16913.7846,
  "species": ["N", "C", "C", "O", "O", "C", "F", "F", "F", "H", "H", "H", "H"],
  "coordinates": [[1.19750, 0.79794, 0.30639], [0.11777, 0.11128, -0.36998], [0.15579, -1.43553, -0.04957], [-0.87002, -2.07244, -0.09206], [1.37097, -1.89135, 0.18825], [-1.29644, 0.58400, -0.03687], [-2.37810, 0.14166, -0.68980], [-1.56813, 0.41019, 1.25170], [-1.21627, 1.95654, -0.23933], [0.96081, 0.90233, 1.25942], [1.36576, 1.65763, -0.22297], [0.13614, 0.07131, -1.39604], [2.02422, -1.23357, 0.09087]],
  "forces_ev_per_angstrom": [[-0.24, -0.18, -2.72], [-0.93, -2.85, 2.50], [-1.40, 1.25, -0.40], [1.52, -0.06, 0.26], [-1.27, -2.57, 0.27], [-0.22, 1.75, 0.37], [1.12, 0.15, -0.40], [0.11, 0.01, 0.72], [-0.62, -0.57, -0.02], [-0.07, 0.69, 1.07], [0.09, -0.09, 1.05], [0.74, 0.64, -2.66], [1.16, 1.82, -0.05]]
}